{"formula": "C34H38BiN7O3PS", "method": "ωB97M-V/def2-TZVPD", "elements": ["Bi", "C", "C", "C", "C", "C", "C", "C", "N", "N", "C", "C", "C", "C", "C", "C", "N", "C", "C", "C", "C", "C", "C", "N", "H", "H", "H", "H", "H", "H", "H", "H", "H", "H", "H", "H", "H", "H", "H", "H", "H", "H", "H", "H", "N", "C", "C", "C", "C", "C", "C", "S", "N", "C", "C", "C", "C", "C", "C", "N", "H", "H", "H", "H", "H", "H", "H", "H", "H", "C", "O", "P", "O", "C", "O", "C", "H", "H", "H", "H", "H", "H", "H", "H", "H"], "coordinates": [[-0.062, -0.521, 0.364], [0.803, -3.645, -0.022], [2.035, -3.407, 0.854], [2.862, -2.245, 0.390], [4.253, -2.282, 0.422], [4.977, -1.210, -0.072], [4.289, -0.137, -0.629], [2.911, -0.163, -0.616], [2.226, -1.182, -0.101], [-0.424, -2.986, 0.462], [-1.519, -3.257, -0.480], [-2.669, -2.293, -0.381], [-3.958, -2.679, -0.736], [-4.977, -1.738, -0.718], [-4.686, -0.440, -0.319], [-3.385, -0.140, 0.039], [-2.407, -1.041, -0.011], [-0.800, -3.428, 1.814], [-0.547, -2.451, 2.930], [-0.378, -2.894, 4.238], [-0.329, -1.968, 5.269], [-0.502, -0.622, 4.967], [-0.624, -0.258, 3.641], [-0.614, -1.149, 2.652], [0.630, -4.722, -0.106], [1.004, -3.259, -1.022], [2.667, -4.295, 0.821], [1.751, -3.266, 1.899], [4.757, -3.145, 0.826], [6.055, -1.214, -0.041], [4.814, 0.698, -1.059], [2.319, 0.635, -1.034], [-1.888, -4.280, -0.351], [-1.118, -3.177, -1.493], [-4.161, -3.698, -1.023], [-5.980, -2.015, -1.001], [-5.455, 0.314, -0.278], [-3.105, 0.846, 0.375], [-0.337, -4.391, 2.048], [-1.883, -3.595, 1.831], [-0.294, -3.950, 4.445], [-0.174, -2.296, 6.285], [-0.530, 0.128, 5.741], [-0.738, 0.777, 3.356], [0.391, 4.147, 0.517], [-0.519, 4.836, -0.314], [-0.605, 6.216, -0.226], [-1.484, 6.917, -1.043], [-2.288, 6.237, -1.935], [-2.224, 4.849, -2.016], [-1.340, 4.163, -1.211], [-1.251, 2.365, -1.325], [-0.211, 1.960, -0.056], [0.471, 2.809, 0.653], [1.411, 2.272, 1.661], [2.245, 3.094, 2.423], [3.130, 2.526, 3.325], [3.184, 1.143, 3.434], [2.323, 0.398, 2.647], [1.463, 0.941, 1.797], [0.927, 4.750, 1.123], [0.019, 6.744, 0.479], [-1.521, 7.992, -0.976], [-2.965, 6.777, -2.575], [-2.847, 4.310, -2.711], [2.220, 4.166, 2.331], [3.766, 3.156, 3.927], [3.866, 0.663, 4.117], [2.320, -0.681, 2.700], [-2.653, -0.246, -3.847], [-1.254, -0.003, -3.825], [-0.302, -0.340, -2.566], [1.056, 0.302, -3.120], [1.166, 1.486, -3.914], [0.047, -1.921, -2.735], [0.437, -2.490, -4.002], [-2.979, 0.016, -4.853], [-3.167, 0.382, -3.120], [-2.875, -1.297, -3.655], [2.191, 1.500, -4.282], [0.971, 2.369, -3.308], [0.476, 1.460, -4.754], [0.177, -3.548, -3.974], [1.509, -2.369, -4.143], [-0.094, -2.006, -4.821]], "gap_ev": 6.68, "e_tot_ev": -78390.6843, "multiplicity": 1, "lumo_energy_ev": -8.33, "homo_energy_ev": -15.007, "e_above_lowest_kcal_mol": 17.3, "charge": 3}